Entry 1:
113
Properties=species:S:1:pos:R:3:forces:R:3 method="wB97M-V/def2-TZVPD" e_homo_ev=-5.8 gap_ev=7.75 energy_ev=-140754.5931 total_charge=-1 lumo_energy_ha=0.071
C 2.047044 0.447647 0.537134 -0.3 0.5 -1.1
C 2.459481 0.894905 -0.928367 -0.6 -1.1 0.1
C 1.214770 1.194690 -1.857782 1.4 -0.6 -0.2
O 0.844200 2.568076 -1.872857 -0.7 -0.9 0.6
C 0.222779 2.926306 -0.624185 1.5 -0.3 -0.2
S -1.130236 4.123306 -1.000147 -1.1 5.2 -1.7
O -0.572568 5.476969 -0.644487 -0.7 -2.9 0.3
O -1.461152 4.168315 -2.468044 0.6 -1.7 2.8
N -2.507195 3.899474 -0.053747 2.1 -3.1 -1.1
S -2.766022 2.276916 0.287808 -2.8 0.4 4.1
O -1.919987 1.755093 1.426789 -0.1 0.7 -2.8
O -4.200062 2.159684 0.730233 2.4 0.6 -1.8
C -2.588899 1.174251 -1.162627 0.1 -1.0 -1.0
C -2.758376 -0.366125 -0.825596 0.4 -0.4 0.6
O -3.319101 -0.628819 0.453127 -0.4 -0.5 -0.4
H 2.543474 -0.503197 0.823396 -0.1 0.8 0.0
H 2.303892 1.288343 1.194464 -0.3 -0.8 -0.2
H 0.944179 0.261413 0.619875 0.9 0.2 -0.1
H 3.175662 1.753339 -0.900657 -0.7 -0.6 -0.1
H 3.002040 0.030844 -1.388745 -0.3 0.7 0.2
H 0.374435 0.514555 -1.561630 0.5 0.6 -0.1
H 1.522939 0.891739 -2.891097 -0.5 0.6 0.6
H 1.020290 3.453099 -0.040978 -1.1 0.1 -0.2
H -0.081332 2.039233 -0.026030 -0.2 0.7 -0.5
H -1.601729 1.270120 -1.678493 -0.8 0.4 0.5
H -3.387400 1.430546 -1.900155 0.7 0.3 0.8
H -1.782412 -0.919583 -0.884070 -0.5 0.8 -0.2
H -3.423948 -0.876447 -1.565862 0.4 0.7 0.5
H -2.637244 -0.663918 1.129219 0.2 0.4 -0.1
C 3.843916 4.139417 6.945866 -0.3 -0.1 0.0
C 4.610523 3.572785 5.768750 0.3 0.5 0.4
O 3.957569 2.406275 5.248249 -0.1 -0.4 -0.3
C 2.939012 2.637896 4.411921 0.8 0.6 0.6
O 2.555783 3.719909 4.092069 -0.4 -0.1 -0.3
C 2.370040 1.320661 3.896859 -0.7 -1.2 -0.5
F 2.213477 0.417943 4.874166 0.2 0.1 0.3
F 3.185596 0.764048 2.979666 0.4 0.3 0.8
F 1.180495 1.474285 3.330190 0.1 0.5 0.1
H 3.691980 3.372707 7.708417 0.1 0.0 0.0
H 4.384138 4.976668 7.389674 0.0 0.0 0.0
H 2.856105 4.487748 6.641038 0.1 0.1 -0.1
H 5.601765 3.253265 6.091171 -0.1 -0.3 -0.1
H 4.750828 4.318092 4.984039 -0.2 -0.1 -0.1
C -4.589473 0.513558 4.067834 0.4 -0.1 0.1
C -5.261403 -0.753310 4.552694 -0.5 0.8 -0.3
O -4.298622 -1.809683 4.734251 0.4 -0.6 0.4
C -3.624672 -1.792097 5.882028 -1.1 0.8 -0.7
O -3.760264 -0.978854 6.745798 0.4 -0.2 0.5
C -2.682919 -2.988979 5.953633 1.0 -0.7 -0.1
F -2.012208 -3.180078 4.812761 -0.2 0.2 -0.2
F -3.351628 -4.127555 6.203506 -0.6 0.4 0.1
F -1.768372 -2.861496 6.915181 -0.2 0.3 0.2
H -4.011988 0.320708 3.161893 -0.2 0.1 -0.1
H -5.328849 1.284959 3.853248 0.0 -0.1 -0.1
H -3.892752 0.900518 4.813340 -0.1 0.0 0.0
H -5.968282 -1.106461 3.801853 0.2 -0.3 0.0
H -5.825057 -0.585254 5.472763 0.2 -0.1 0.1
C -2.038769 -6.579731 5.651785 0.3 -0.3 -0.4
C -2.704030 -7.868102 6.088290 0.1 0.6 0.5
O -2.901711 -8.749589 4.969668 0.0 -0.6 -0.3
C -1.844051 -9.478761 4.610467 -0.3 0.9 0.9
O -0.776100 -9.441404 5.142086 0.3 -0.4 -0.3
C -2.209598 -10.397780 3.450036 -0.2 -0.6 -1.1
F -2.912157 -9.764178 2.505237 0.0 0.3 0.1
F -2.956083 -11.431119 3.863611 0.0 0.0 0.4
F -1.133586 -10.908783 2.854195 0.2 0.2 0.3
H -2.606457 -6.108755 4.848875 -0.1 0.0 0.1
H -1.964593 -5.886001 6.484997 0.0 -0.1 0.0
H -1.034708 -6.766015 5.266451 0.0 -0.1 0.1
H -3.694277 -7.654498 6.490973 -0.1 -0.2 -0.3
H -2.136598 -8.367377 6.875695 0.1 -0.1 -0.2
C -6.485262 3.160046 -4.052206 0.2 0.0 -0.3
C -7.124381 1.857988 -3.616383 0.1 0.6 0.6
O -7.315562 0.977099 -4.740534 -0.1 -0.5 -0.4
C -6.244232 0.273997 -5.108482 -0.4 0.9 1.0
O -5.177608 0.339914 -4.580852 0.5 -0.5 -0.3
C -6.592118 -0.651697 -6.269062 -0.2 -0.6 -1.0
F -7.316033 -0.033866 -7.210867 -0.1 0.3 0.1
F -7.310537 -1.704742 -5.855488 -0.1 0.0 0.4
F -5.506882 -1.134508 -6.872256 0.2 0.2 0.3
H -7.069624 3.625048 -4.849542 -0.1 0.0 0.1
H -6.416309 3.853584 -3.213961 0.0 -0.1 0.0
H -5.481490 2.994228 -4.445914 0.0 0.0 0.2
H -8.115003 2.050582 -3.204566 -0.1 -0.2 -0.2
H -6.540865 1.366008 -2.836476 0.1 -0.1 -0.2
C 4.257020 -3.476667 -5.872829 -0.2 0.3 0.0
C 5.573875 -3.527619 -5.126047 -0.3 -0.6 -0.3
O 6.092191 -2.205862 -4.913733 0.3 0.4 0.2
C 5.582403 -1.544105 -3.870882 -0.1 -1.1 -0.5
O 4.746583 -1.973070 -3.135520 -0.1 0.4 0.3
C 6.251876 -0.181356 -3.732947 0.5 1.4 0.1
F 6.366522 0.448913 -4.907963 -0.2 -0.3 -0.3
F 7.489658 -0.291693 -3.233709 0.1 -0.5 0.1
F 5.576944 0.629010 -2.925394 -0.3 -0.3 0.1
H 4.366946 -2.918431 -6.804728 0.1 -0.1 0.0
H 3.906539 -4.483313 -6.103621 0.1 0.0 0.0
H 3.490420 -2.969967 -5.284891 0.0 -0.1 0.1
H 6.317135 -4.058171 -5.721344 0.1 0.3 0.0
H 5.478600 -4.060730 -4.178610 0.0 0.2 0.1
C 3.251941 4.800692 -3.578165 0.2 0.2 0.1
C 3.897001 3.995839 -4.686112 -0.8 -0.3 0.4
O 4.937657 4.750719 -5.336232 0.7 0.1 -0.3
C 6.121536 4.755446 -4.724639 -1.3 -0.6 0.2
O 6.365871 4.193573 -3.700077 0.6 0.1 0.1
C 7.132339 5.548120 -5.546138 0.8 0.8 -0.5
F 6.627760 6.704144 -5.993027 -0.3 0.0 0.1
F 7.535576 4.858256 -6.622670 -0.2 -0.3 0.0
F 8.226017 5.849957 -4.846415 -0.1 -0.2 0.3
H 2.890662 5.758105 -3.958483 -0.1 -0.1 -0.1
H 2.412841 4.254474 -3.145353 0.0 0.0 0.0
H 3.966855 5.022787 -2.783923 0.0 -0.1 0.0
H 3.157741 3.766600 -5.453599 0.2 0.2 -0.2
H 4.285890 3.044308 -4.318059 0.2 0.2 0.0


Entry 2:
84
Properties=species:S:1:pos:R:3:forces:R:3 method="wB97M-V/def2-TZVPD" e_homo_ev=-11.5 gap_ev=6.91 energy_ev=-73342.4901 total_charge=+1 lumo_energy_ha=-0.171
C 6.102206 -2.288286 1.210473 -1.1 -0.4 -0.4
C 6.709948 -2.350652 -0.311706 0.7 0.0 0.4
C 7.311931 -0.883567 -0.844129 -0.9 -1.0 -1.1
C 6.099988 0.216786 -1.078846 -0.2 -0.2 0.8
C 6.597258 1.785819 -0.998247 -0.3 -0.3 0.1
C 5.598927 2.606823 0.046983 0.2 0.7 -0.4
C 4.329899 3.335664 -0.691867 0.5 0.9 -0.5
C 3.309786 4.129480 0.349814 0.0 -0.6 -1.0
C 2.365207 3.066263 1.230401 1.3 1.1 -0.6
C 1.459054 2.260394 0.127797 0.4 -0.7 -0.1
C 0.142213 1.493585 0.731209 -3.5 -1.0 0.7
C -1.377701 1.960760 0.255168 -0.4 -2.3 1.8
C -2.755340 1.181809 0.796759 2.6 -1.0 1.1
C -2.677270 -0.063474 1.858873 2.9 1.5 -0.5
C -3.997948 -0.900021 2.443610 0.0 0.3 -0.8
C -4.403096 -1.969935 1.231367 0.7 -0.1 -0.3
C -3.865778 -3.504444 1.580815 -0.3 -0.1 0.1
C -5.126960 -4.581647 1.628890 0.9 -0.8 0.3
C -1.149449 -0.536499 2.347942 -0.8 3.1 -2.7
N -1.137220 -1.725751 3.317032 1.7 4.9 6.9
C -0.845396 -1.275283 4.607904 4.1 -0.8 -0.9
O -0.137785 -1.139340 5.763432 -5.9 3.1 -9.9
C 0.240908 0.208366 1.797460 -2.9 1.7 -1.3
P 1.991633 -0.386431 2.398806 1.3 -2.9 1.8
N 1.944588 -1.890970 3.059008 0.0 2.8 0.3
O 2.641152 0.648474 3.682118 0.4 -2.0 -3.0
O 3.118774 -0.537077 1.034351 -3.9 0.4 1.2
C -4.239931 1.691707 0.218512 -3.4 0.6 1.8
O -5.362884 1.704204 0.943634 7.2 -0.4 -4.6
C -4.196615 2.229338 -1.365056 2.9 2.0 -1.4
C -5.421769 1.955304 -2.451137 1.0 -0.9 -0.1
C -4.976874 0.558408 -3.255744 0.3 -0.4 1.0
C -6.253224 -0.291965 -3.836828 0.1 0.2 -0.8
C -5.831532 -1.847773 -4.249621 0.8 -0.4 0.4
C -4.187910 -2.031786 -4.439458 -0.1 -0.8 0.7
C -2.954215 2.966209 -1.832689 -3.0 -2.2 1.0
F -2.897426 3.437063 -3.239416 0.0 -1.2 4.6
C -1.673452 3.224196 -0.788058 2.1 4.3 -0.6
O -1.004919 4.379650 -0.797216 -4.0 -7.6 0.1
H 6.305122 -1.239656 1.705140 -0.3 -2.2 -0.8
H 6.470940 -3.195138 1.884563 -0.6 2.2 -1.4
H 4.925001 -2.430019 1.110471 2.5 0.5 0.5
H 7.610846 -3.120975 -0.287363 -1.9 1.6 -0.3
H 5.872277 -2.778285 -1.030938 1.9 1.0 1.3
H 7.773819 -1.113979 -1.905081 -0.6 0.6 2.2
H 8.157091 -0.519884 -0.118668 -1.8 -0.5 -1.3
H 5.467987 0.004866 -2.066854 1.6 0.3 2.0
H 5.345107 0.062395 -0.187099 1.4 0.3 -1.7
H 6.587748 2.280849 -2.076974 -0.1 -0.9 2.3
H 7.724947 1.841136 -0.626070 -2.5 -0.2 -0.6
H 6.262198 3.443589 0.531290 -1.4 -1.4 -0.8
H 5.173881 1.940678 0.911143 1.1 0.9 -1.7
H 3.742011 2.612786 -1.434972 1.2 1.4 1.8
H 4.792301 4.179170 -1.394169 -1.0 -1.8 1.4
H 3.963492 4.825379 1.028098 -1.4 -1.4 -1.1
H 2.613245 4.809342 -0.333530 1.4 -1.4 1.6
H 1.746703 3.740078 1.975739 1.0 -1.8 -1.4
H 3.156876 2.371851 1.792233 -2.2 1.4 -1.0
H 1.224544 3.028339 -0.742408 -0.2 -1.7 2.0
H 2.128776 1.415281 -0.384762 -1.4 1.8 1.3
H -3.760699 -1.466135 3.454748 -0.2 1.2 -2.3
H -4.913966 -0.193873 2.677183 2.2 -1.1 -0.7
H -3.868076 -1.575521 0.240443 -1.2 -0.9 2.1
H -5.554936 -1.978915 0.995064 2.3 0.1 0.8
H -3.035228 -3.820194 0.799102 -1.9 0.5 1.6
H -3.345190 -3.548845 2.652281 -1.1 0.4 -2.3
H -4.781560 -5.514510 2.283430 -0.8 2.0 -1.4
H -5.389011 -5.028463 0.562383 0.4 1.3 2.3
H -6.056762 -4.119489 2.175981 1.8 -0.8 -1.3
H 2.312145 -1.794652 4.052567 -0.6 -0.1 -1.6
H 3.526983 0.200051 3.896383 -1.6 0.9 -0.4
H 2.563946 -1.076984 0.366779 1.3 1.0 1.3
H -5.484389 2.842025 -3.226763 0.0 -1.7 1.9
H -6.438348 1.702494 -1.926313 2.1 0.9 -0.8
H -4.133056 0.771493 -4.055258 -1.9 -0.3 1.7
H -4.471206 -0.117549 -2.412679 -1.0 1.3 -1.8
H -7.101890 -0.254214 -3.010521 1.7 -0.3 -1.8
H -6.680779 0.191855 -4.838524 0.9 -0.7 2.3
H -6.128568 -2.572067 -3.372399 0.5 1.4 -1.8
H -6.351435 -2.227570 -5.228299 0.8 1.0 2.0
H -3.739130 -2.095999 -3.336369 -0.7 0.4 -2.5
H -3.693492 -1.171138 -5.063243 -1.0 -1.7 1.3
H -3.907150 -3.078828 -4.937643 -0.8 2.4 1.0
K -0.101890 -3.066175 6.419539 0.5 -5.2 2.2